1.
{"formula": "C6H33N2O8", "method": "ωB97M-V/def2-TZVPD", "species": ["N", "C", "C", "C", "C", "N", "C", "C", "H", "H", "H", "H", "H", "H", "H", "H", "H", "H", "H", "H", "H", "H", "H", "H", "H", "H", "H", "O", "H", "H", "O", "H", "H", "O", "H", "H", "O", "H", "H", "O", "H", "H", "O", "H", "H", "O", "H", "H", "O"], "xyz": [[0.25729, 0.41752, -1.34873], [-1.16954, 0.55956, -0.87185], [-2.14604, 1.05879, -1.95802], [-3.00994, 2.23815, -1.49358], [-1.60500, -0.66388, -0.05751], [-1.36188, -0.34021, 1.40508], [-0.03244, -0.84799, 1.75822], [-2.46564, -0.81363, 2.18396], [0.70169, 1.23337, -0.87906], [0.85704, -0.43646, -1.19142], [0.38055, 0.53859, -2.38371], [-1.23464, 1.30706, -0.06852], [-2.74029, 0.18261, -2.12996], [-1.58498, 1.23849, -2.86992], [-3.19284, 2.95285, -2.31244], [-3.92709, 1.79824, -1.13265], [-2.59015, 2.85520, -0.63943], [-1.35114, -1.68624, -0.33413], [-2.71140, -0.79398, -0.16102], [-0.30782, -1.83907, 2.12417], [0.41881, -0.13822, 2.45601], [0.72966, -0.78160, 1.01112], [-2.06603, -1.20274, 3.12617], [-3.05460, -1.71106, 1.91860], [-3.27951, -0.06761, 2.36133], [0.30789, -0.23103, -4.70663], [0.19973, 1.15353, -4.84639], [0.06488, 0.50638, -4.11721], [2.61076, -3.24439, 2.78521], [3.72461, -2.24710, 2.61206], [2.77459, -2.34941, 2.46032], [0.60760, 1.79810, 2.16531], [0.25583, 3.00802, 3.07202], [0.28794, 2.70201, 2.15985], [2.47734, -0.07204, 2.59483], [3.27393, 1.14973, 2.11751], [2.37552, 0.83896, 2.27878], [1.36076, -2.14149, 0.10588], [1.87660, -2.96289, -1.21797], [1.33013, -2.26006, -0.83991], [-0.66358, -4.58140, 1.17767], [-0.42453, -3.44260, 0.23751], [0.03342, -4.19136, 0.63192], [2.07570, 3.70299, -0.19663], [1.05425, 2.71275, 0.53456], [1.55461, 2.89964, -0.28419], [2.76990, 1.00346, -1.74367], [3.61131, 0.80094, -3.02875], [2.94673, 0.38953, -2.46478]], "relative_energy_kj_mol": 79.0, "homo_lumo_gap_ev": [11.7412, 6.4191], "homo_energy_ev": [-17.03, -17.03], "energy_ha": -959.140471, "spin_multiplicity": 2, "total_charge": 2, "fmax_ev_per_a": 5.35}

2.
{"formula": "C6H33NO10", "method": "ωB97M-V/def2-TZVPD", "species": ["C", "N", "C", "C", "C", "C", "C", "O", "H", "H", "H", "H", "H", "H", "H", "H", "H", "H", "H", "H", "H", "H", "H", "H", "H", "O", "H", "H", "O", "H", "H", "O", "H", "H", "O", "H", "H", "O", "H", "H", "O", "H", "H", "O", "H", "H", "O", "H", "H", "O"], "xyz": [[-0.11840, -3.06595, -0.28638], [-0.64765, -1.73549, -0.31051], [0.27548, -0.59767, -0.02589], [1.15930, -0.41390, -1.41737], [0.39094, 0.31521, -2.44941], [2.39983, 0.26450, -1.09875], [-0.20259, 0.90175, 0.42092], [-0.25250, 0.91074, 1.82782], [0.55152, -3.16542, -1.07403], [-0.86257, -3.90238, -0.33453], [0.21563, -3.13136, 0.79420], [-1.34246, -1.67081, 0.37332], [0.92574, -0.78903, 0.86625], [1.37030, -1.43463, -1.81392], [-0.51607, -0.20519, -2.84311], [-0.06264, 1.22008, -2.04098], [0.99980, 0.53979, -3.30790], [2.70272, 0.02725, -0.16798], [2.36089, 1.40793, -1.24652], [3.17629, -0.08286, -1.89157], [-1.18601, 1.35458, 0.03082], [0.62493, 1.62048, 0.26872], [-1.21228, 1.02449, 2.26371], [-0.39933, -2.29436, 3.64107], [-0.87274, -1.34411, 4.65133], [-1.18585, -1.90831, 3.98519], [-2.82428, 3.65403, -2.50121], [-1.74491, 3.52295, -3.54142], [-2.27932, 3.05131, -3.01866], [0.50487, 2.73307, -2.92716], [0.85593, 2.70046, -4.37999], [0.60373, 3.34182, -3.76815], [1.32346, -1.93873, 2.55755], [1.69726, -2.52668, 3.88692], [1.07907, -2.74648, 3.10860], [2.59270, 3.35698, 1.06163], [2.65391, 3.92986, -0.34758], [2.34695, 4.15549, 0.54354], [-3.44071, -1.94595, 2.29027], [-1.98682, -1.31353, 2.58576], [-2.81073, -1.29180, 2.09928], [-1.70705, -2.24836, -3.33256], [-1.14195, -2.12459, -4.70450], [-1.96667, -2.20300, -4.30537], [-2.99582, 1.77651, 2.04335], [-3.00709, 0.41116, 2.61324], [-2.66619, 1.26197, 2.82871], [1.45658, 0.56088, 2.57894], [3.05853, 0.13501, 2.79746], [2.10624, -0.09773, 3.01688]], "relative_energy_kj_mol": 439.5, "homo_lumo_gap_ev": 8.8325, "homo_energy_ev": -8.68, "energy_ha": -1055.442735, "smiles": "CN[C@H](CO)C(C)C.O.O.O.O.O.O.O.O.O", "fmax_ev_per_a": 5.77}

3.
{"formula": "C6H33O13", "method": "ωB97M-V/def2-TZVPD", "species": ["O", "C", "O", "C", "C", "C", "C", "C", "H", "H", "H", "H", "H", "H", "H", "H", "H", "H", "H", "H", "H", "O", "H", "H", "O", "H", "H", "O", "H", "H", "O", "H", "H", "O", "H", "H", "O", "H", "H", "O", "H", "H", "O", "H", "H", "O", "H", "H", "O", "H", "H", "O"], "xyz": [[0.83939, 1.26777, -1.49778], [0.15257, 0.42166, -0.89455], [-0.66350, -0.31027, -1.54352], [0.03975, 0.41812, 0.61195], [-1.07350, -0.38420, 1.27970], [-2.49221, 0.08378, 0.90022], [-2.86524, 1.39888, 1.61089], [-3.52140, -0.97619, 1.24727], [0.97793, 0.01599, 1.01278], [0.01717, 1.45870, 0.93348], [-0.97062, -1.43946, 1.01509], [-0.99461, -0.27346, 2.35896], [-2.46825, 0.27832, -0.17997], [-3.89717, 1.62621, 1.34570], [-2.28173, 2.24973, 1.25722], [-2.79683, 1.23425, 2.68591], [-3.51878, -1.18256, 2.32251], [-4.54225, -0.65058, 1.04765], [-3.32182, -1.92467, 0.74888], [1.66569, 0.21179, -2.76942], [2.01655, -0.02831, -4.25836], [1.98618, -0.45307, -3.39604], [0.16858, 3.47265, 1.34761], [0.24463, 4.87597, 1.71801], [0.19122, 4.01471, 2.14962], [3.83620, -2.67887, -2.21648], [2.69580, -1.80831, -2.62590], [2.93110, -2.47920, -1.94419], [0.13143, 4.37699, -1.15298], [0.70524, 2.99570, -0.99937], [0.71363, 3.86949, -0.57282], [-0.40806, -1.80304, -2.75644], [-0.30393, -3.23401, -2.76585], [-0.98770, -2.56461, -2.93700], [-2.14739, -0.31075, -3.44888], [-1.57686, 1.07820, -3.34059], [-2.08551, 0.51916, -3.93725], [-1.71492, -3.28604, -1.11265], [-2.72804, -4.18718, -1.81615], [-2.20675, -4.10838, -1.01286], [3.96234, -1.61713, -0.24753], [4.03079, -0.17612, 0.28725], [4.55723, -0.99647, 0.19769], [4.44856, -1.40085, 1.90769], [4.88481, -2.20317, 3.15962], [4.38219, -1.42869, 2.88793], [-1.77185, 1.25148, 4.33741], [-0.99981, -0.14535, 4.60103], [-1.70942, 0.44774, 4.85548], [2.91369, 1.81687, 0.59852], [2.42393, 1.38860, -0.82996], [3.13149, 1.27821, -0.16951]], "relative_energy_kj_mol": 0.0, "homo_lumo_gap_ev": [9.9671, 5.0173], "homo_energy_ev": [-10.50, -10.50], "energy_ha": -1226.451029, "spin_multiplicity": 2, "fmax_ev_per_a": 2.19}

4.
{"formula": "C6H34N2O10", "method": "ωB97M-V/def2-TZVPD", "species": ["C", "C", "C", "C", "N", "C", "C", "N", "H", "H", "H", "H", "H", "H", "H", "H", "H", "H", "H", "H", "H", "H", "H", "H", "O", "H", "H", "O", "H", "H", "O", "H", "H", "O", "H", "H", "O", "H", "H", "O", "H", "H", "O", "H", "H", "O", "H", "H", "O", "H", "H", "O"], "xyz": [[1.72323, -1.70926, -2.65981], [1.79480, -0.41067, -1.79427], [1.04817, -0.42306, -0.51940], [1.45267, -1.08469, 0.56644], [0.87082, -0.99678, 1.81932], [-0.23498, 0.39053, -0.42826], [0.03012, 1.77202, 0.18294], [0.52299, -2.47444, -2.42723], [1.96536, -1.52530, -3.71069], [2.48637, -2.38910, -2.21333], [2.83784, -0.17413, -1.60038], [1.53548, 0.48286, -2.41614], [2.34409, -1.67736, 0.50450], [0.00027, -0.55772, 2.02038], [1.05610, -1.80457, 2.43892], [-0.58700, 0.61988, -1.44461], [-1.10447, -0.06530, 0.02122], [-1.03986, 2.15141, 0.21185], [0.70670, 2.41455, -0.45425], [0.46462, 1.93413, 1.20632], [0.33356, -2.91679, -1.55660], [-0.36946, -2.00474, -2.63078], [-3.88490, -2.65537, 0.76930], [-3.28045, -2.27182, -0.62802], [-3.84109, -2.89303, -0.15503], [-2.68271, -0.23286, 1.38425], [-3.88129, -0.00844, 0.39522], [-3.53362, -0.57869, 1.09899], [-2.30468, 0.11507, 3.67196], [-1.76500, 1.38910, 2.94426], [-1.58680, 0.46758, 3.15663], [-2.41563, 2.17357, -0.10866], [-3.83859, 2.32600, -0.78127], [-3.13358, 1.70602, -0.57447], [2.60237, 0.19258, 1.92302], [3.69901, 0.44886, 0.87319], [3.43729, 0.67481, 1.77372], [0.38268, 3.07257, -3.57283], [-1.00332, 3.58448, -3.06187], [-0.09763, 3.37924, -2.79919], [-2.36473, -1.26295, 4.23417], [-2.96762, -1.99689, 2.95823], [-3.08227, -1.78543, 3.88580], [3.14200, 2.40436, 1.36738], [3.85746, 3.65286, 0.93546], [3.06850, 3.12698, 0.70900], [3.99968, 1.52878, -2.94648], [3.71887, 2.91308, -2.62332], [3.46085, 2.25648, -3.28549], [-0.47484, -4.11265, 1.03750], [-1.94404, -3.68337, 0.91610], [-1.12337, -3.48240, 1.38629]], "relative_energy_kj_mol": 169.6, "homo_lumo_gap_ev": 7.9880, "homo_energy_ev": -7.90, "energy_ha": -1110.842008, "smiles": "CC/C(=C\\N)CCN.O.O.O.O.O.O.O.O.O.O", "fmax_ev_per_a": 3.00}

Repeat the first record exactly.
{"formula": "C6H33N2O8", "method": "ωB97M-V/def2-TZVPD", "species": ["N", "C", "C", "C", "C", "N", "C", "C", "H", "H", "H", "H", "H", "H", "H", "H", "H", "H", "H", "H", "H", "H", "H", "H", "H", "H", "H", "O", "H", "H", "O", "H", "H", "O", "H", "H", "O", "H", "H", "O", "H", "H", "O", "H", "H", "O", "H", "H", "O"], "xyz": [[0.25729, 0.41752, -1.34873], [-1.16954, 0.55956, -0.87185], [-2.14604, 1.05879, -1.95802], [-3.00994, 2.23815, -1.49358], [-1.60500, -0.66388, -0.05751], [-1.36188, -0.34021, 1.40508], [-0.03244, -0.84799, 1.75822], [-2.46564, -0.81363, 2.18396], [0.70169, 1.23337, -0.87906], [0.85704, -0.43646, -1.19142], [0.38055, 0.53859, -2.38371], [-1.23464, 1.30706, -0.06852], [-2.74029, 0.18261, -2.12996], [-1.58498, 1.23849, -2.86992], [-3.19284, 2.95285, -2.31244], [-3.92709, 1.79824, -1.13265], [-2.59015, 2.85520, -0.63943], [-1.35114, -1.68624, -0.33413], [-2.71140, -0.79398, -0.16102], [-0.30782, -1.83907, 2.12417], [0.41881, -0.13822, 2.45601], [0.72966, -0.78160, 1.01112], [-2.06603, -1.20274, 3.12617], [-3.05460, -1.71106, 1.91860], [-3.27951, -0.06761, 2.36133], [0.30789, -0.23103, -4.70663], [0.19973, 1.15353, -4.84639], [0.06488, 0.50638, -4.11721], [2.61076, -3.24439, 2.78521], [3.72461, -2.24710, 2.61206], [2.77459, -2.34941, 2.46032], [0.60760, 1.79810, 2.16531], [0.25583, 3.00802, 3.07202], [0.28794, 2.70201, 2.15985], [2.47734, -0.07204, 2.59483], [3.27393, 1.14973, 2.11751], [2.37552, 0.83896, 2.27878], [1.36076, -2.14149, 0.10588], [1.87660, -2.96289, -1.21797], [1.33013, -2.26006, -0.83991], [-0.66358, -4.58140, 1.17767], [-0.42453, -3.44260, 0.23751], [0.03342, -4.19136, 0.63192], [2.07570, 3.70299, -0.19663], [1.05425, 2.71275, 0.53456], [1.55461, 2.89964, -0.28419], [2.76990, 1.00346, -1.74367], [3.61131, 0.80094, -3.02875], [2.94673, 0.38953, -2.46478]], "relative_energy_kj_mol": 79.0, "homo_lumo_gap_ev": [11.7412, 6.4191], "homo_energy_ev": [-17.03, -17.03], "energy_ha": -959.140471, "spin_multiplicity": 2, "total_charge": 2, "fmax_ev_per_a": 5.35}